This record from the Open Molecules 2025 dataset describes 2 unconnected molecules or ions with the total composition C5H14N2 at a distorted geometry. The level of theory is wB97M-V/def2-TZVPD.

Atoms and positions in Å:
1 C 1.899403 -0.447103 0.704321
2 C 2.383538 0.878232 1.139403
3 H 3.442274 0.917871 0.931502
4 C -1.724145 1.428945 0.423450
5 H -3.385604 0.321980 0.797008
6 H -1.674966 -1.174833 -0.928706
7 H 1.131459 -1.044070 1.256921
8 H 0.454130 -2.095569 -0.825909
9 H -1.946229 2.124494 -0.354803
10 H -3.474403 -1.051013 -1.028380
11 C -2.509822 -0.508169 -0.873444
12 H 1.432566 -1.772404 -2.150405
13 H -2.325643 0.236211 -1.653179
14 H 3.279175 -0.840968 -0.864601
15 C 2.276057 -1.029513 -0.469667
16 N -2.455287 0.209846 0.446405
17 H -0.627727 1.297029 0.357579
18 H 2.316938 0.861452 2.244815
19 H 1.945606 1.750994 0.644805
20 H -1.901345 1.904919 1.359547
21 N 1.464021 -1.968341 -1.156652

Forces on the atoms, in the same order (eV/Å):
C -0.7 -1.9 -1.8
C 1.0 -0.7 1.6
H 0.6 0.3 -0.2
C 1.3 -0.1 0.5
H -0.3 0.3 0.1
H 0.4 -0.8 0.0
H 0.1 1.2 -0.5
H 2.3 0.6 -0.3
H -0.6 0.6 -0.9
H 0.9 0.5 0.2
C -0.4 1.2 1.0
H 0.2 -0.2 0.2
H -0.4 -0.1 -0.4
H -0.6 0.3 -0.6
C -1.2 0.5 1.4
N -0.3 -1.8 -1.3
H -0.4 -0.4 0.1
H -0.2 0.9 -0.5
H -0.4 -0.3 0.4
H 0.0 0.6 0.8
N -1.0 -0.7 0.3

Results
Gap between HOMO and LUMO in eV: 8.72
Energy relative to the best compared isomer or geometry (same formula, charge and spin) in kJ/mol: 230.89
Lowest unoccupied orbital energy in hartree: 0.0388
Calculated total energy in eV: -8390.2260
Charge: 0
SMILES string: C/C=C/N.CNC
HOMO in Ha: -0.28181

***

This record from the Open Molecules 2025 dataset describes a single C5H14N2 molecule at a distorted geometry. The level of theory is wB97M-V/def2-TZVPD.

Atoms and positions in Å:
1 C 1.505451 0.752716 -1.038184
2 H -0.750258 -0.913765 0.775782
3 C -0.716237 -1.228576 -1.159119
4 H 1.983651 -1.363765 1.604716
5 H -0.464700 1.948324 0.434696
6 N -1.986872 1.020525 1.496019
7 H 2.903039 -0.969093 0.086380
8 C 1.860054 -1.154588 0.464935
9 H -0.155341 -1.232997 -2.118793
10 C -0.451247 -0.208700 -0.000013
11 H -1.684955 0.650520 2.353498
12 H -0.874945 -2.271995 -0.634739
13 H 2.712112 0.927164 -1.131380
14 H 0.870203 1.622191 -1.413700
15 C -1.229978 1.095668 0.223325
16 H -1.709165 -1.256877 -1.478057
17 H 1.533738 -0.112251 -1.844213
18 H -1.843844 1.419090 -0.560523
19 H 1.403928 -2.181001 -0.160993
20 N 1.011830 0.049736 0.171038
21 H -2.906423 0.703511 1.472264

Forces on the atoms, in the same order (eV/Å):
C 2.3 -2.3 -2.3
H 0.2 0.8 0.8
C -0.3 -1.7 0.7
H -0.7 0.3 -2.0
H -1.1 -1.5 -0.8
N -0.5 1.6 -1.2
H -1.1 -0.2 0.3
C -0.8 -1.5 -0.7
H 0.1 -0.1 1.1
C 1.4 -1.7 -0.4
H 1.9 -0.4 0.6
H 1.6 1.5 -1.3
H -3.0 0.4 1.2
H 1.0 -1.2 0.8
C 2.3 0.4 3.3
H -2.1 1.1 -0.7
H -0.5 1.8 0.6
H -1.1 0.2 -1.0
H 1.5 2.8 1.9
N 0.9 0.3 0.1
H -1.8 -0.4 -0.9

Results
Gap between HOMO and LUMO in eV: 9.22
Energy relative to the best compared isomer or geometry (same formula, charge and spin) in kJ/mol: 360.72
Lowest unoccupied orbital energy in hartree: 0.0371
Calculated total energy in eV: -8388.8804
Charge: 0
SMILES string: C[C@H](CN)N(C)C
HOMO in Ha: -0.30194

***

This record from the Open Molecules 2025 dataset describes a single C5H14N2 molecule at a distorted geometry. The level of theory is wB97M-V/def2-TZVPD.

Atoms and positions in Å:
1 H -0.880942 -0.978880 -1.114372
2 H -0.338949 1.006569 -2.140298
3 C -0.146965 -0.873289 -0.294370
4 H -1.098487 -3.661012 0.422087
5 N -0.516739 2.764373 -0.995532
6 H 0.683422 -1.465553 -0.695398
7 H 2.192461 0.371322 0.134250
8 N 1.416716 0.718002 0.675751
9 H -0.679712 -3.359713 2.135486
10 H -1.061559 3.034103 -1.803822
11 H 1.189326 1.600730 -1.626292
12 C -0.444412 -3.076084 1.080512
13 H -1.738167 -1.188644 1.074705
14 H -0.746329 0.884196 0.605803
15 C -0.744059 -1.606872 0.919509
16 H 0.624811 -3.254334 1.071530
17 C 0.151276 1.468650 -1.301494
18 H 1.624459 1.652876 0.992023
19 H 0.189421 3.474322 -0.847574
20 H -0.230927 -1.178597 1.794769
21 C 0.138756 0.586537 0.011855

Forces on the atoms, in the same order (eV/Å):
H 0.1 0.4 0.2
H -0.5 -0.4 -0.2
C -0.8 -1.5 -0.6
H 0.8 -0.4 0.0
N 0.4 -0.4 -0.5
H 0.5 0.4 0.3
H -0.1 0.0 -0.2
N -0.2 -0.2 1.4
H -0.3 0.1 -0.7
H 0.0 0.3 0.1
H 0.0 0.0 0.2
C -1.6 -0.2 1.1
H -0.5 -0.9 -0.2
H 0.9 0.5 0.1
C 1.7 1.8 1.2
H 0.1 -0.2 -0.9
C -0.4 0.3 1.3
H -0.1 0.1 0.0
H -0.2 0.1 0.0
H 0.1 0.3 -0.2
C 0.1 -0.1 -2.2

Results
Gap between HOMO and LUMO in eV: 9.84
Energy relative to the best compared isomer or geometry (same formula, charge and spin) in kJ/mol: 101.68
Lowest unoccupied orbital energy in hartree: 0.0400
Calculated total energy in eV: -8391.5651
Charge: 0
SMILES string: CCC[C@@H](N)CN
HOMO in Ha: -0.32171

***

This record from the Open Molecules 2025 dataset describes a single C5H14N2 molecule at a distorted geometry. The level of theory is wB97M-V/def2-TZVPD.

Atoms and positions in Å:
1 H -2.301901 -0.018872 1.018070
2 C -0.335569 0.237466 0.563554
3 N 0.659362 -0.305321 2.699466
4 H 1.571072 1.003072 -2.965099
5 H 1.294242 1.438326 -1.273362
6 C -0.676899 -0.446830 -0.774896
7 H 0.961086 -0.976864 3.326422
8 H -1.645537 1.063166 1.887210
9 H -0.489960 -1.683139 1.537987
10 H 1.884743 -0.137621 -1.599790
11 N -1.655047 0.712064 0.946648
12 H -0.224324 -1.491275 -0.686068
13 H -0.946799 1.179604 -2.023801
14 H -1.781227 -0.595525 -0.875255
15 H -0.451646 -0.301185 -2.943695
16 C 1.233396 0.652414 -1.981309
17 H 1.259787 -1.328303 0.898876
18 H 1.300265 0.449407 2.530080
19 C -0.289052 0.282527 -1.973854
20 H 0.335612 1.085534 0.247958
21 C 0.298397 -0.818644 1.440858

Forces on the atoms, in the same order (eV/Å):
H -0.9 -1.5 -0.3
C -0.9 -0.3 -2.4
N -1.1 1.9 -0.4
H 0.0 -0.1 0.3
H 0.7 1.1 0.4
C -0.5 -3.0 0.8
H 1.0 -1.2 1.4
H 0.2 0.6 0.5
H 1.4 1.5 -0.1
H -0.2 -0.2 -0.3
N 1.1 2.1 1.3
H -0.4 1.1 -0.7
H 0.7 -0.3 -0.2
H 0.8 -0.1 0.5
H -0.3 0.5 1.4
C -1.2 -0.1 -0.4
H -2.1 1.1 0.7
H 0.5 0.1 0.6
C 1.4 0.3 -3.0
H -0.6 -0.6 1.3
C 0.6 -2.7 -1.3

Results
Gap between HOMO and LUMO in eV: 10.09
Energy relative to the best compared isomer or geometry (same formula, charge and spin) in kJ/mol: 142.30
Lowest unoccupied orbital energy in hartree: 0.0382
Calculated total energy in eV: -8391.1441
Charge: 0
SMILES string: CCC[C@@H](N)CN
HOMO in Ha: -0.33256